The following is a quantum chemistry calculation of a structure of composition C18H23BGaN5O8P, from the Open Molecules 2025 dataset.

The geometry in XYZ format:
```
57
Properties=species:S:1:pos:R:3:forces:R:3:nbo_charge:R:1
N 2.981270 2.532986 2.257729 -0.1772 0.2166 -0.3900 -1.1937
B 2.713828 2.275356 0.806127 -0.3807 -0.5952 -0.0873 0.7070
O 1.674420 2.992807 0.186451 0.8358 0.3909 0.0428 -0.9586
Ga 3.941437 0.903482 -0.260427 0.1199 -0.6187 0.4361 0.1547
P 5.235176 2.266863 -1.701596 -0.1807 0.8058 -0.1057 0.6037
N 5.594764 1.395912 -3.155187 0.0864 0.2495 0.6969 -1.1516
O 6.750473 2.440727 -0.913717 -0.2493 -0.3304 -0.1221 -0.9996
H 3.798055 3.144900 2.263379 -0.0126 0.1992 0.2742 0.3745
H 3.361581 1.652246 2.590822 0.2725 0.0054 0.1032 0.3866
H 1.945378 3.923581 0.173173 -0.4936 0.0752 0.1726 0.4761
H 4.935331 0.137240 0.768738 0.0353 0.1139 0.0475 -0.3005
H 3.138632 -0.217692 -1.025364 0.0295 -0.1232 -0.2230 -0.2971
H 5.112438 0.512264 -3.219677 0.0307 -0.1163 -0.0812 0.3808
H 5.378908 1.997493 -3.932023 0.0192 -0.1956 -0.2941 0.3678
H 6.628104 3.243176 -0.393548 0.1982 -0.0379 -0.1544 0.4678
C -1.356358 -4.226417 -0.558635 -0.0027 -0.0153 -0.0175 -0.1956
C -0.243828 -4.623964 -1.288411 -0.0926 0.0799 0.0210 -0.2174
C 0.591412 -3.674531 -1.857825 0.0591 -0.2142 -0.0518 -0.2164
C 0.300893 -2.334324 -1.684197 -0.0755 -0.2133 0.1977 0.1029
C -0.803109 -1.922284 -0.963611 -0.2386 0.1521 0.1191 -0.2105
C -1.635945 -2.876297 -0.400264 0.0340 -0.1113 -0.0526 -0.2133
N 1.189546 -1.323752 -2.271949 0.0376 0.2208 -0.1194 0.5136
O 2.140891 -1.722393 -2.914435 -0.0764 -0.0440 -0.1267 -0.3788
O 0.915193 -0.162363 -2.072854 -0.1678 -0.0515 -0.2223 -0.3385
H -2.004951 -4.969151 -0.112535 -0.0079 -0.0053 0.0000 0.2139
H -0.024347 -5.675626 -1.412352 0.0250 -0.0107 -0.0077 0.2147
H 1.457237 -3.979464 -2.425508 0.0698 0.1417 -0.0036 0.2488
H -1.022058 -0.872675 -0.837057 0.1750 0.0617 -0.0643 0.2543
H -2.503572 -2.564332 0.164783 -0.0035 0.0221 0.0121 0.2182
C -2.853384 -0.785219 -5.018884 -0.0144 0.0165 -0.0065 -0.1711
C -4.051439 -0.109008 -4.828359 0.0772 -0.0971 -0.0024 -0.2094
C -5.109658 -0.734585 -4.189820 -0.0860 0.1996 -0.0319 -0.2125
C -4.948905 -2.034746 -3.745263 0.1924 0.1372 -0.1058 0.0772
C -3.765304 -2.723569 -3.932663 0.1681 -0.2431 0.0397 -0.2084
C -2.713949 -2.092444 -4.574848 0.0123 0.1187 -0.0406 -0.2059
N -6.059034 -2.694624 -3.046741 -0.0948 -0.0597 0.0345 0.5203
O -7.094409 -2.071706 -2.914402 0.0019 0.0046 -0.0040 -0.3827
O -5.879975 -3.825475 -2.640310 0.0047 -0.0017 -0.0059 -0.3794
H -2.026433 -0.291620 -5.511227 0.0158 0.0088 0.0102 0.2263
H -4.159644 0.909219 -5.174298 -0.0169 0.0195 0.0069 0.2218
H -6.041229 -0.210781 -4.039763 -0.0585 -0.0944 0.0748 0.2451
H -3.649841 -3.738761 -3.584379 -0.1348 -0.0019 0.0862 0.2489
H -1.781823 -2.619756 -4.722975 0.0159 -0.0161 0.0295 0.2283
C -1.501009 3.317741 5.060428 0.0183 0.0022 -0.0034 -0.1844
C -1.644678 2.660130 6.276019 0.0320 0.0463 -0.0930 -0.2233
C -0.553310 2.044781 6.864097 -0.1527 -0.0563 0.1645 -0.2190
C 0.672711 2.101259 6.223423 -0.2698 0.1602 -0.1368 0.0763
C 0.832206 2.746164 5.010222 0.3191 0.0477 -0.0924 -0.2038
C -0.266453 3.356824 4.428618 -0.1704 0.0277 0.0501 -0.2036
N 1.834204 1.466442 6.861486 0.0848 -0.0568 0.0564 0.5193
O 1.651504 0.891677 7.920636 -0.0069 -0.0008 -0.0031 -0.3996
O 2.906362 1.554983 6.304475 0.0067 0.0059 0.0016 -0.3598
H -2.355459 3.800970 4.604553 -0.0126 -0.0053 -0.0093 0.2122
H -2.608025 2.628691 6.766428 -0.0073 -0.0180 0.0205 0.2125
H -0.660614 1.532350 7.807916 0.1307 -0.0347 0.0092 0.2411
H 1.789511 2.784746 4.505648 0.0085 -0.1075 -0.0062 0.2849
H -0.152721 3.862547 3.479950 0.0676 -0.0531 -0.0420 0.2350
```
Positions in Å, forces in eV/Å.

Summary:
Energy in eV: -105204.6152
Charge: -1